44
Properties=species:S:1:pos:R:3:mulliken_spin:R:1 method="wB97M-V/def2-TZVPD" energy_ha=-1931.8142 charge=+2 gap_ev="8.1248 / 7.1719" largest_force_ev_per_a=0.3 spin_multiplicity=2 e_above_lowest_kcal_mol=1.80 s2=0.7527
Pt 0.013 -0.353 -0.138 0.7000
O -2.682 2.875 -1.167 0.0069
C -1.826 1.977 -0.749 0.0150
O -1.792 0.829 -1.156 0.0907
C -0.885 2.502 0.295 -0.0231
C -0.937 3.795 0.786 -0.0007
C -0.028 4.156 1.769 -0.0002
C 0.880 3.217 2.236 -0.0020
C 0.856 1.939 1.702 -0.0072
N -0.002 1.613 0.741 0.0060
C 1.736 0.791 2.127 0.0177
O 2.515 0.918 3.174 -0.0003
O 1.734 -0.257 1.511 0.0858
H -3.277 2.492 -1.835 -0.0025
H -1.670 4.492 0.407 0.0001
H -0.030 5.159 2.173 -0.0001
H 1.592 3.502 2.999 0.0003
H 2.415 1.757 3.643 0.0024
S 0.422 -2.683 -2.420 -0.0023
C -0.069 -2.148 -1.004 0.0571
C -2.077 -4.900 1.256 0.0004
N -1.940 -3.491 1.678 -0.0007
C -2.481 -3.031 2.867 -0.0005
C -2.342 -1.759 3.257 0.0005
C -1.608 -0.812 2.440 0.0171
O -1.396 0.346 2.717 0.0021
N -1.115 -1.346 1.221 0.0285
C -1.281 -2.619 0.921 -0.0116
O -0.770 -3.086 -0.202 -0.0024
H -2.643 -5.419 2.021 0.0000
H -1.094 -5.353 1.157 0.0000
H -2.606 -4.953 0.308 0.0000
H -3.012 -3.773 3.446 0.0000
H -2.761 -1.410 4.188 0.0002
N 3.839 1.285 -5.231 -0.0003
C 3.009 0.659 -4.405 -0.0005
N 2.435 -0.487 -4.780 -0.0003
N 2.784 1.240 -3.225 0.0000
C 1.969 0.768 -2.364 -0.0138
N 1.251 0.438 -1.513 0.0371
H 4.110 0.901 -6.120 0.0000
H 4.248 2.155 -4.933 0.0000
H 2.645 -0.914 -5.667 0.0000
H 1.871 -1.008 -4.125 0.0002

***

46
Properties=species:S:1:pos:R:3:mulliken_spin:R:1 method="wB97M-V/def2-TZVPD" energy_ha=-9959.7238 charge=-1 gap_ev="6.4564 / 5.4205" largest_force_ev_per_a=1.1 spin_multiplicity=4 e_above_lowest_kcal_mol=7.69 s2=3.7729
Tc -0.127 0.343 0.019 1.8223
Cl 3.739 -5.230 1.087 0.0000
C 3.177 -3.699 0.487 -0.0004
C 1.849 -3.353 0.703 0.0009
C 1.371 -2.135 0.245 -0.0146
N 0.058 -1.637 0.407 0.0036
C -0.887 -2.214 1.190 0.0119
O -0.928 -3.358 1.611 0.0352
C -1.996 -1.241 1.552 0.0265
C -2.889 -1.553 2.552 -0.0099
C -3.844 -0.618 2.913 0.0103
C -3.915 0.572 2.210 -0.0077
C -2.986 0.813 1.216 0.0106
N -2.009 -0.048 0.925 -0.0381
C 2.243 -1.259 -0.437 0.0365
C 3.556 -1.625 -0.671 0.0001
C 4.026 -2.846 -0.201 0.0024
Cl 5.684 -3.268 -0.495 0.0004
N 1.623 -0.067 -0.889 -0.0186
C 1.849 0.419 -2.131 0.0642
O 2.848 0.335 -2.824 0.0459
C 0.564 0.990 -2.690 -0.0034
C 0.518 1.664 -3.890 -0.0022
C -0.711 2.041 -4.403 0.0130
C -1.858 1.683 -3.711 -0.0120
C -1.732 1.023 -2.505 0.0266
N -0.545 0.711 -1.982 -0.0521
H 1.190 -4.029 1.223 0.0023
H -2.794 -2.513 3.041 0.0003
H -4.510 -0.808 3.746 0.0007
H -4.649 1.331 2.445 0.0001
H -2.981 1.745 0.668 0.0015
H 4.207 -0.965 -1.224 0.0011
H 1.456 1.891 -4.380 0.0174
H -0.778 2.608 -5.324 0.0015
H -2.844 1.934 -4.080 -0.0005
H -2.596 0.758 -1.910 -0.0063
Se 1.511 3.667 1.169 0.0968
Se 2.187 5.394 -0.262 0.3090
Te 1.018 5.320 -2.392 0.5877
Se -0.296 2.807 0.082 0.0473
F 0.569 0.277 2.123 -0.0048
B 0.231 0.914 3.438 -0.0085
F 1.244 1.819 3.712 0.0018
F -1.013 1.535 3.283 0.0013
F 0.170 -0.127 4.354 0.0000